[1]
This record from OMol25 describes a 2-piece molecular cluster, CH5NP2 overall at a distorted geometry. The level of theory is the ωB97M-V functional and the def2-TZVPD basis.

The geometry in ORCA input format:
```
! wB97M-V def2-TZVPD RIJCOSX def2/J DEFGRID3
* xyz 0 1
C 1.815 -0.194 -0.232
N -1.360 -0.819 0.092
P -0.131 -1.729 -0.104
P -1.937 0.675 -0.186
H 2.526 -1.032 -0.255
H 1.825 0.337 -1.065
H 1.728 0.486 0.672
H -3.161 0.590 0.508
H -1.305 1.686 0.569
*
```

The HOMO energy (spin up / spin down) is -8.20 / -8.20 eV. As for the lowest unoccupied orbital energy (spin up / spin down): -0.628 / -0.628 eV. The relative energy (zero: lowest compared OMol25 entry of this formula, charge and spin) comes out at 170.50 kJ/mol. The strongest force on any atom comes out at 6.2 eV/Å. The electronic energy comes out at -21182.674 eV.



[2]
This record from OMol25 describes one molecule with the formula C11H16N2OS at a distorted geometry. The level of theory is the ωB97M-V functional and the def2-TZVPD basis.

The geometry in ORCA input format:
```
! wB97M-V def2-TZVPD RIJCOSX def2/J DEFGRID3
* xyz 0 1
C -1.273 -2.961 -0.378
C -2.601 -2.764 -0.689
C -0.538 -1.917 0.294
C -3.240 -1.513 -0.410
C -1.126 -0.683 0.551
C -2.513 -0.506 0.232
C -2.758 1.755 -1.155
C 4.304 0.997 -0.411
C 3.480 0.546 0.736
C 1.968 0.664 0.356
C 0.907 0.386 1.567
N -0.511 0.460 1.175
N -1.621 2.173 -1.346
O -4.710 0.960 0.460
S -3.268 1.059 0.492
H -0.798 -3.908 -0.447
H -3.019 -3.488 -1.355
H 0.571 -1.949 0.280
H -4.271 -1.348 -0.615
H -3.624 1.781 -1.887
H 4.318 2.036 -0.514
H 5.442 0.784 -0.489
H 4.022 0.554 -1.423
H 3.759 -0.581 0.893
H 3.742 1.216 1.565
H 1.844 1.631 -0.084
H 1.756 -0.011 -0.434
H 1.112 1.275 2.348
H 0.895 -0.619 2.043
H -1.339 2.649 -2.245
H -0.909 1.323 0.887
*
```

The HOMO energy is -8.10 eV. As for the lowest unoccupied orbital energy: 0.562 eV. The relative energy (zero: lowest compared OMol25 entry of this formula, charge and spin) comes out at 403.40 kJ/mol. The strongest force on any atom comes out at 4.4 eV/Å. The electronic energy comes out at -27526.370 eV.



[3]
This record from OMol25 describes an isolated ion of composition C4H10N3 and charge +1 at a distorted geometry. The level of theory is the ωB97M-V functional and the def2-TZVPD basis.

The geometry in ORCA input format:
```
! wB97M-V def2-TZVPD RIJCOSX def2/J DEFGRID3
* xyz 1 1
C -1.908 -1.517 0.403
N -1.408 -0.698 -0.445
C 0.090 -0.098 -0.193
N 0.067 1.229 -0.135
C -1.256 1.873 -0.062
N 1.012 -1.059 -0.229
C 2.424 -0.636 -0.172
H -2.975 -1.627 0.365
H -1.554 -1.589 1.406
H 0.852 1.804 -0.008
H -2.041 1.164 0.195
H -1.133 2.737 0.478
H -1.431 2.237 -1.055
H 0.706 -2.028 -0.141
H 2.496 0.273 0.317
H 2.959 -0.828 -1.140
H 3.100 -1.236 0.418
*
```

The HOMO energy is -14.72 eV. The SMILES is C=N/C(NC)=[NH+]/C. As for the lowest unoccupied orbital energy: -3.685 eV. The relative energy (zero: lowest compared OMol25 entry of this formula, charge and spin) comes out at 275.64 kJ/mol. The strongest force on any atom comes out at 5.0 eV/Å. The electronic energy comes out at -8771.742 eV.



[4]
This record from OMol25 describes a 2-piece molecular cluster, C5H16N3 overall at a distorted geometry. The level of theory is the ωB97M-V functional and the def2-TZVPD basis.

The geometry in ORCA input format:
```
! wB97M-V def2-TZVPD RIJCOSX def2/J DEFGRID3
* xyz 2 2
C -0.133 -1.473 -0.929
C 1.440 -1.462 -1.000
C -0.692 0.746 -2.139
N -0.713 -0.138 -1.083
N -0.229 0.321 -3.331
N -1.011 2.014 -1.932
H -0.575 -2.120 -1.683
H -0.368 -1.697 0.130
H 1.823 -0.721 -0.289
H 1.692 -1.252 -2.017
H -1.496 0.000 -0.437
H 0.522 -0.354 -3.238
H -0.138 1.045 -4.035
H -1.393 2.266 -1.027
H -0.864 2.667 -2.693
H 1.872 -2.385 -0.627
C -0.090 0.434 4.057
C 0.157 0.200 2.586
H 0.360 -0.389 4.614
H 0.252 1.439 4.312
H -1.139 0.599 4.328
H -0.660 0.536 1.916
H 0.281 -0.874 2.321
H 1.104 0.599 2.195
*
```

The HOMO energy (spin up / spin down) is -17.80 / -17.27 eV. As for the lowest unoccupied orbital energy (spin up / spin down): -8.450 / -14.156 eV. The relative energy (zero: lowest compared OMol25 entry of this formula, charge and spin) comes out at 240.58 kJ/mol. The expectation value of S² is 0.758. The strongest force on any atom comes out at 2.5 eV/Å. The electronic energy comes out at -9894.332 eV.



The highest electronic energy belongs to which entry? C4H10N3



What did the first record say?
This record from OMol25 describes a 2-piece molecular cluster, CH5NP2 overall at a distorted geometry. The level of theory is the ωB97M-V functional and the def2-TZVPD basis.

The geometry in ORCA input format:
```
! wB97M-V def2-TZVPD RIJCOSX def2/J DEFGRID3
* xyz 0 1
C 1.815 -0.194 -0.232
N -1.360 -0.819 0.092
P -0.131 -1.729 -0.104
P -1.937 0.675 -0.186
H 2.526 -1.032 -0.255
H 1.825 0.337 -1.065
H 1.728 0.486 0.672
H -3.161 0.590 0.508
H -1.305 1.686 0.569
*
```

The HOMO energy (spin up / spin down) is -8.20 / -8.20 eV. As for the lowest unoccupied orbital energy (spin up / spin down): -0.628 / -0.628 eV. The relative energy (zero: lowest compared OMol25 entry of this formula, charge and spin) comes out at 170.50 kJ/mol. The strongest force on any atom comes out at 6.2 eV/Å. The electronic energy comes out at -21182.674 eV.



Repeat the third record exactly.
This record from OMol25 describes an isolated ion of composition C4H10N3 and charge +1 at a distorted geometry. The level of theory is the ωB97M-V functional and the def2-TZVPD basis.

The geometry in ORCA input format:
```
! wB97M-V def2-TZVPD RIJCOSX def2/J DEFGRID3
* xyz 1 1
C -1.908 -1.517 0.403
N -1.408 -0.698 -0.445
C 0.090 -0.098 -0.193
N 0.067 1.229 -0.135
C -1.256 1.873 -0.062
N 1.012 -1.059 -0.229
C 2.424 -0.636 -0.172
H -2.975 -1.627 0.365
H -1.554 -1.589 1.406
H 0.852 1.804 -0.008
H -2.041 1.164 0.195
H -1.133 2.737 0.478
H -1.431 2.237 -1.055
H 0.706 -2.028 -0.141
H 2.496 0.273 0.317
H 2.959 -0.828 -1.140
H 3.100 -1.236 0.418
*
```

The HOMO energy is -14.72 eV. The SMILES is C=N/C(NC)=[NH+]/C. As for the lowest unoccupied orbital energy: -3.685 eV. The relative energy (zero: lowest compared OMol25 entry of this formula, charge and spin) comes out at 275.64 kJ/mol. The strongest force on any atom comes out at 5.0 eV/Å. The electronic energy comes out at -8771.742 eV.



Which value of strongest force on any atom does entry 3 give? 5.0 eV/Å